[1]
Molecular formula: C41H75BN2O17P
Method: DFT, ωB97M-V with the def2-TZVPD basis set

```
! wB97M-V def2-TZVPD RIJCOSX def2/J DEFGRID3
* xyz 1 1
C 6.8667 -6.2096 2.6882
C 7.0787 -4.7429 2.2926
B 6.1465 -3.7503 3.0447
O 5.2797 -4.0648 4.0214
N 6.2150 -2.2480 2.6579
C 6.1995 -1.9892 1.1664
C 5.6251 -0.5472 0.9177
N 6.6634 0.0523 0.0484
C 6.8510 1.5070 0.0078
C 5.9000 2.4495 -0.6775
O 7.8421 1.9199 0.5329
C 6.8769 -0.6234 -1.2189
C 6.2163 -0.1628 -2.4904
O 7.6368 -1.5543 -1.2342
P 3.8359 -0.9194 0.4097
C 3.1043 0.5925 -0.3163
O 4.0171 -1.8970 -0.9057
C 5.5532 -0.0105 2.3828
C 4.6145 1.1509 2.7175
C 5.1440 2.5516 2.5898
O 4.4660 3.4797 2.2431
O 6.4239 2.6769 2.9861
C 6.7752 3.9508 3.5535
C 6.1185 4.1912 4.8742
O 7.5413 4.6422 2.9883
C 5.2081 -1.2683 3.1962
C 5.1768 -1.1424 4.7265
C 3.7721 -1.3873 5.2766
O 3.5506 -2.3686 5.9345
C 2.7035 -0.4045 4.9233
C 2.6623 0.8367 5.5523
C 1.6949 1.7618 5.1955
C 0.7698 1.4542 4.2038
C 0.7964 0.2085 3.5930
C 1.7637 -0.7189 3.9466
H 7.3652 -6.8522 1.9645
H 7.2908 -6.4472 3.6615
H 5.8118 -6.4739 2.6500
H 8.1154 -4.4441 2.4996
H 6.9724 -4.6414 1.2101
H 5.6424 -4.6348 4.7102
H 7.1266 -1.9275 2.9987
H 5.6801 -2.7856 0.6358
H 7.2274 -2.0797 0.8329
H 5.4152 2.0346 -1.5510
H 5.1288 2.8021 0.0029
H 6.4760 3.3193 -0.9844
H 5.2181 0.2172 -2.3074
H 6.8267 0.5941 -2.9798
H 6.1305 -1.0427 -3.1221
H 3.3562 1.5009 0.2203
H 2.0264 0.4460 -0.2270
H 3.3224 0.7270 -1.3765
H 3.5339 -1.5646 -1.6704
H 6.5717 0.2474 2.6987
H 3.6706 1.0800 2.1889
H 4.3518 1.0994 3.7750
H 6.6490 4.9807 5.3923
H 6.1220 3.2677 5.4516
H 5.0779 4.4614 4.6948
H 4.2611 -1.7167 2.8972
H 5.8143 -1.8779 5.2130
H 5.5542 -0.1595 5.0213
H 3.3899 1.0699 6.3206
H 1.6728 2.7283 5.6785
H 0.0257 2.1857 3.9221
H 0.0622 -0.0278 2.8329
H 1.7719 -1.6851 3.4589
C -4.1771 0.8682 -3.9490
O -3.4676 1.8419 -3.2127
C -4.1178 3.1010 -3.2478
C -3.5608 4.0142 -2.1802
O -4.1007 3.7649 -0.8894
C -3.6058 2.6228 -0.2201
C -2.2341 2.7708 0.3898
O -1.2173 2.5735 -0.5790
C 0.0405 2.9046 -0.0577
H -4.2925 1.1625 -4.9971
H -3.6115 -0.0607 -3.8998
H -5.1714 0.6998 -3.5178
H -5.1954 2.9733 -3.0845
H -3.9630 3.5577 -4.2351
H -3.8601 5.0354 -2.4215
H -2.4691 3.9742 -2.1701
H -3.6258 1.7404 -0.8642
H -4.2968 2.4527 0.6092
H -2.1259 1.9986 1.1677
H -2.1281 3.7606 0.8517
H 0.1051 3.9619 0.2243
H 0.7808 2.7033 -0.8317
H 0.2638 2.2787 0.8194
C -3.1338 -4.8155 4.0245
O -3.3982 -3.5723 3.4152
C -2.6194 -2.5309 3.9693
C -2.6702 -1.3057 3.0862
O -1.7927 -1.3633 1.9686
C -2.2131 -2.1794 0.8795
C -3.2883 -1.5481 0.0249
O -4.5727 -1.7157 0.6008
C -5.5001 -0.8323 0.0057
H -3.3403 -4.7838 5.1004
H -3.7862 -5.5527 3.5623
H -2.0909 -5.1171 3.8692
H -1.5763 -2.8559 4.0804
H -3.0162 -2.2733 4.9616
H -2.3206 -0.4569 3.6789
H -3.6958 -1.1013 2.7716
H -2.5198 -3.1703 1.2196
H -1.3231 -2.2941 0.2568
H -3.2845 -2.0179 -0.9691
H -3.0630 -0.4794 -0.0918
H -5.1926 0.1979 0.2151
H -6.4810 -1.0087 0.4408
H -5.5568 -0.9875 -1.0785
C -9.8825 -1.9013 -4.9796
O -9.5420 -0.6902 -5.6132
C -8.7113 0.1187 -4.8040
C -8.0886 1.2293 -5.6187
O -6.9505 0.8273 -6.3670
C -7.2017 0.0729 -7.5449
C -7.7099 0.8984 -8.7044
O -9.0989 1.1336 -8.5762
C -9.5477 2.1434 -9.4506
H -10.4112 -1.7225 -4.0359
H -10.5379 -2.4506 -5.6517
H -8.9903 -2.5071 -4.7803
H -7.9153 -0.4899 -4.3535
H -9.3161 0.5610 -3.9991
H -7.7148 1.9806 -4.9190
H -8.8350 1.7053 -6.2576
H -7.8740 -0.7635 -7.3431
H -6.2300 -0.3356 -7.8305
H -7.5229 0.3548 -9.6415
H -7.1667 1.8518 -8.7352
H -9.0710 3.1040 -9.2223
H -10.6223 2.2422 -9.3141
H -9.3452 1.8839 -10.4963
*
```

Results
calculated total energy	-3361.72168	Ha
F_max	0.026	hartree/bohr
HOMO-LUMO gap	7.79	eV
E_LUMO	-0.095	hartree

Here are the Löwdin charges for atoms 1 to 5, given in e:
1 C -0.0918
2 C -0.1252
3 B -0.4456
4 O 0.2263
5 N 0.0808

***

[2]
Molecular formula: C41H75N3O5S
Method: DFT, ωB97M-V with the def2-TZVPD basis set

```
! wB97M-V def2-TZVPD RIJCOSX def2/J DEFGRID3
* xyz 0 1
C 2.2579 1.5904 -0.9665
C 0.9483 2.0106 -0.0153
C 0.8048 1.2317 1.4235
C 0.0454 3.0800 -0.5330
C -1.5905 3.1169 -0.4020
C -2.3308 3.4501 -1.8628
C -2.1323 2.1035 -2.8340
C -1.1278 2.4481 -4.1163
C -3.6406 1.6453 -3.2840
C -3.8123 0.0487 -3.6184
C -3.2676 -0.8595 -2.3662
C -4.2203 -0.8456 -0.9916
O -5.4725 -0.0209 -1.0205
C -3.7806 -1.6665 0.3608
C -4.7454 -1.5616 1.6844
C -2.3591 -2.5424 0.2930
N -1.8041 -3.3490 1.4677
S -0.3092 -3.9585 0.7496
N -0.1664 -3.3643 -0.8952
C -1.4209 -2.5431 -1.0919
C -1.8301 -1.7112 -2.4418
C -0.9752 -1.5961 -3.8316
C 0.1490 -2.7629 -4.0693
C -0.5163 -4.2269 -4.4282
C 0.0732 -5.4473 -3.5060
N -0.8914 -5.9570 -2.4554
C -0.3781 -6.8109 -1.3172
C -1.5714 -7.2334 -0.2714
C -2.9160 -6.5286 -0.9080
C -2.3776 -5.7562 -2.2493
H 2.0373 0.6033 -1.5843
H 2.5600 2.4988 -1.6547
H 3.1475 1.3736 -0.2027
H 1.2590 1.9277 2.2587
H 1.5134 0.2860 1.3642
H -0.2712 0.8427 1.6708
H 0.5706 3.9898 -1.0856
H -1.9800 3.8400 0.4624
H -1.9466 2.0231 -0.1010
H -1.9009 4.4151 -2.3678
H -3.4796 3.6247 -1.5899
H -1.5508 1.3308 -2.1747
H -1.6039 1.9685 -5.0718
H -0.8784 3.5908 -4.2169
H -0.0917 1.8839 -3.9485
H -4.4936 1.9364 -2.5315
H -3.8727 2.2225 -4.3026
H -4.9626 -0.1789 -3.7393
H -3.3138 -0.1766 -4.6528
H -5.3651 0.7934 -0.4466
H -5.1018 -0.4246 1.7549
H -5.6708 -2.2775 1.6607
H -4.0494 -1.7174 2.6342
H -1.7628 -1.7068 -4.7213
H -0.5639 -0.4919 -3.9192
H 0.9770 -2.8183 -3.2108
H 0.7591 -2.4416 -5.0439
H -0.2311 -4.4942 -5.5561
H -1.7061 -4.1550 -4.4331
H 1.0435 -5.0581 -2.9333
H 0.4615 -6.2958 -4.2415
H 0.6878 -7.2097 -1.0412
H -1.5012 -7.8679 0.7144
H -4.0272 -6.5215 -0.5180
H -3.0860 -5.1287 -2.9459
C -3.4844 7.6650 -3.5926
C -2.0471 7.3236 -3.9516
O -1.9278 6.1726 -4.7843
C -2.5763 6.2373 -6.0524
C -2.0708 7.3675 -6.9329
H -3.9657 6.8165 -3.0912
H -3.5153 8.5328 -2.9254
H -4.0800 7.9024 -4.4761
H -1.4987 7.1025 -3.0305
H -1.5423 8.1776 -4.4127
H -3.6614 6.2952 -5.9184
H -2.3787 5.2831 -6.5550
H -2.2484 8.3473 -6.4836
H -2.5736 7.3471 -7.9046
H -0.9915 7.2728 -7.0949
C 5.3428 7.3823 -1.5598
C 4.0299 6.6309 -1.7111
O 4.0985 5.2748 -1.2764
C 4.4417 5.0638 0.0913
C 3.4646 5.7008 1.0648
H 6.1408 6.8747 -2.1152
H 5.2435 8.4044 -1.9401
H 5.6595 7.4440 -0.5170
H 3.7599 6.6069 -2.7716
H 3.2161 7.1515 -1.1980
H 5.4656 5.4029 0.2796
H 4.4423 3.9791 0.2509
H 3.4274 6.7871 0.9558
H 3.7538 5.4761 2.0961
H 2.4517 5.3200 0.8943
C 1.9239 -5.7025 2.9536
C 2.5180 -4.3992 3.4632
O 2.9439 -4.4625 4.8223
C 3.9519 -5.4238 5.1269
C 5.2446 -5.2085 4.3583
H 1.0725 -6.0043 3.5755
H 1.5822 -5.5876 1.9195
H 2.6495 -6.5178 2.9762
H 1.7509 -3.6202 3.4109
H 3.3405 -4.0644 2.8245
H 3.5650 -6.4367 4.9746
H 4.1595 -5.3316 6.1995
H 5.0989 -5.2963 3.2792
H 5.9932 -5.9483 4.6579
H 5.6437 -4.2073 4.5541
C 0.2475 -3.7928 10.5004
C 1.6372 -4.2753 10.1167
O 1.6925 -4.8793 8.8265
C 1.3147 -4.0572 7.7246
C 2.1767 -2.8153 7.5735
H -0.4682 -4.6233 10.4697
H 0.2555 -3.3711 11.5110
H -0.1186 -3.0215 9.8202
H 1.9538 -5.0388 10.8343
H 2.3691 -3.4653 10.1864
H 0.2537 -3.7961 7.7954
H 1.4209 -4.6723 6.8232
H 2.1045 -2.1584 8.4433
H 1.8685 -2.2428 6.6933
H 3.2304 -3.0926 7.4596
*
```

Results
calculated total energy	-2544.97625	Ha
SMILES string	CC(C)=CCC[C@H](C)CCc1c(O)c(C)c2nsnc2c1CCCCn1cccc1.CCOCC.CCOCC.CCOCC.CCOCC
F_max	0.145	hartree/bohr
energy relative to the best compared isomer or geometry (same formula, charge and spin)	404.7	kcal per mole
HOMO-LUMO gap	6.34	eV
E_LUMO	-0.041	hartree

Here are the Löwdin charges for atoms 1 to 5, given in e:
1 C -0.1069
2 C -0.2659
3 C -0.0973
4 C -0.0890
5 C -0.2085